--- w ---
Molecular formula: C6H7FO
Method: DFT, ωB97M-V/def2-TZVPD

SMILES	O[C@H]1C=CC=C[C@H]1F

Each line ends with the Mulliken charge.
Atoms and positions in Å:
O  -1.034  -1.780  -0.707  -0.557
C  -1.103  -0.327  -0.442  0.182
C  -1.007  -0.123  1.071  -0.800
C  0.133  0.284  1.699  -0.127
C  1.370  0.368  1.029  -0.448
C  1.403  0.351  -0.307  -0.501
C  0.143  0.328  -1.115  0.289
F  0.421  -0.127  -2.378  -0.334
H  -1.055  -1.876  -1.673  0.333
H  -2.016  0.075  -0.931  0.305
H  -1.806  -0.206  1.678  0.448
H  0.190  0.366  2.800  0.321
H  2.279  0.689  1.536  0.334
H  2.190  0.521  -1.007  0.370
H  -0.106  1.459  -1.253  0.184

--- x ---
Molecular formula: C6H7FO
Method: DFT, ωB97M-V/def2-TZVPD

SMILES	C#C/C(=C\F)OCC

Each line ends with the Mulliken charge.
Atoms and positions in Å:
C  -0.514  -2.204  1.021  -0.184
C  -0.755  -1.157  0.386  -0.411
C  -0.541  0.233  -0.140  0.635
C  -1.308  1.342  0.201  -0.428
F  -2.136  1.281  1.223  -0.230
O  0.305  0.130  -1.117  -0.440
C  1.628  -0.456  -1.235  -0.196
C  2.562  0.307  -0.207  -0.849
H  -0.498  -3.320  1.069  0.321
H  -1.156  2.169  -0.368  0.490
H  1.596  -1.514  -0.843  0.227
H  2.062  -0.345  -2.235  0.308
H  2.124  1.491  -0.388  0.202
H  3.646  0.233  -0.545  0.326
H  2.578  0.329  1.080  0.229

--- y ---
Molecular formula: C6H7FO
Method: DFT, ωB97M-V/def2-TZVPD

SMILES	Fc1ccccc1.O

Each line ends with the Mulliken charge.
Atoms and positions in Å:
F  0.000  0.000  0.000  -0.280
C  -0.433  -0.288  1.225  0.453
C  -1.703  0.224  1.598  -0.622
C  -2.028  0.205  2.988  -0.186
C  -1.134  -0.379  3.930  -0.339
C  0.095  -0.971  3.517  -0.364
C  0.483  -0.812  2.144  -0.426
H  -2.440  0.677  0.921  0.377
H  -3.026  0.585  3.245  0.385
H  -1.417  -0.519  4.981  0.290
H  0.758  -1.410  4.274  0.349
H  1.444  -1.140  1.727  0.360
O  -5.369  0.624  3.936  -0.674
H  -5.341  -0.221  3.433  0.342
H  -4.739  0.491  4.680  0.333

Most stable = y

--- w ---
Molecular formula: C4H9NO4
Method: DFT, ωB97M-V/def2-TZVPD

Each line ends with the Mulliken charge.
Atoms and positions in Å:
C  0.825  -0.216  1.032  -0.333
C  1.280  -0.196  -0.338  0.123
C  -1.411  0.598  0.478  -0.806
C  -0.275  0.112  -0.899  0.738
N  2.160  0.900  -0.637  -0.715
O  -0.835  -1.171  -1.179  -0.544
O  0.460  -1.335  1.596  -0.407
O  -1.958  -0.395  1.334  -0.573
O  -0.331  1.023  -1.747  -0.788
H  -1.324  -1.040  -2.003  0.349
H  -0.288  -1.166  2.207  0.428
H  -2.165  -1.147  0.760  0.363
H  0.844  0.701  1.613  0.451
H  1.586  -1.178  -0.702  0.441
H  1.683  1.533  -1.278  0.290
H  3.024  0.587  -1.057  0.252
H  -2.150  0.930  -0.257  0.373
H  -1.125  1.462  1.077  0.358

--- x ---
Molecular formula: C4H9NO4
Method: DFT, ωB97M-V/def2-TZVPD

Each line ends with the Mulliken charge.
Atoms and positions in Å:
C  1.677  -0.582  1.096  -1.496
C  0.276  -0.987  0.664  1.344
C  -0.634  -1.135  1.856  -1.494
C  -0.229  0.177  -0.436  -0.673
O  0.482  0.048  -1.507  -0.353
O  -2.377  3.376  -3.803  -0.296
N  -1.244  3.171  -3.267  0.569
O  -0.346  4.034  -3.266  -0.272
O  0.241  -2.209  -0.069  -0.571
H  1.622  0.389  1.610  0.346
H  2.163  -1.269  1.793  0.399
H  2.286  -0.404  0.208  0.330
H  -0.671  -0.236  2.480  0.336
H  -1.675  -1.309  1.558  0.344
H  -0.352  -1.928  2.577  0.390
H  -1.253  -0.207  -0.675  0.395
H  -0.104  1.077  0.220  0.365
H  0.139  -2.006  -1.039  0.338

Most stable = w

--- w ---
Molecular formula: C4H10NO3
Method: DFT, ωB97M-V/def2-TZVPD

SMILES	[NH3+][C@H](CO)CC(=O)O
total charge	+1

Each line ends with the Mulliken charge.
Atoms and positions in Å:
N  -0.816  -0.712  -0.990  -0.278
C  0.529  -0.280  -0.143  -0.087
C  0.708  -1.304  1.022  -0.546
O  -0.385  -2.011  1.481  -0.576
C  0.524  1.062  0.442  -0.607
C  0.096  2.008  -0.674  0.496
O  0.726  2.500  -1.579  -0.505
O  -1.228  1.821  -0.879  -0.567
H  -1.274  0.210  -1.165  0.344
H  -1.312  -1.401  -0.390  0.381
H  -0.522  -1.074  -1.904  0.371
H  1.415  -0.535  -0.796  0.346
H  1.113  -0.806  1.887  0.427
H  1.380  -2.082  0.653  0.323
H  -0.299  -2.324  2.447  0.363
H  1.391  1.474  1.051  0.413
H  -0.393  1.100  1.194  0.335
H  -1.652  2.355  -1.658  0.367

--- x ---
Molecular formula: C4H10NO3
Method: DFT, ωB97M-V/def2-TZVPD

total charge	+1

Each line ends with the Mulliken charge.
Atoms and positions in Å:
O  -2.144  -0.346  2.248  -0.456
C  -1.004  -0.151  1.950  0.030
C  -0.624  -0.138  0.477  -0.069
C  0.293  0.963  -0.055  -0.847
C  1.729  0.656  0.362  -0.009
O  1.941  -0.184  1.197  -0.477
N  -1.919  -0.193  -0.307  -0.270
H  -0.137  0.021  2.602  0.408
H  -0.093  -1.054  0.244  0.318
H  0.232  0.953  -1.149  0.477
H  0.104  1.963  0.320  0.361
H  2.537  1.319  0.014  0.429
H  -1.731  -0.055  -1.305  0.353
H  -2.396  -1.088  -0.169  0.364
H  -2.529  0.584  -0.029  0.364
H  2.612  -1.013  -2.576  0.294
H  1.234  -1.456  -1.843  0.293
O  1.896  -0.783  -1.980  -0.562

Most stable = x

--- w ---
Molecular formula: C4H10NOP
Method: DFT, ωB97M-V/def2-TZVPD

SMILES	C=NCCC[PH2]=O

Each line ends with the Mulliken charge.
Atoms and positions in Å:
C  -3.166  0.218  -0.290  -0.273
N  -2.029  -0.292  -0.318  -0.396
C  -0.966  0.692  -0.291  -0.397
C  0.118  0.190  0.729  -0.784
C  1.087  -0.973  0.372  -0.550
P  2.636  -0.247  -0.233  0.340
O  3.292  0.784  0.576  -0.610
H  -3.555  1.201  -0.379  0.249
H  -3.932  -0.433  -0.187  0.289
H  -1.463  1.703  -0.030  0.336
H  -0.351  0.761  -1.155  0.280
H  0.823  1.121  1.028  0.380
H  -0.529  -0.170  1.524  0.330
H  1.471  -1.622  1.135  0.379
H  0.612  -1.739  -0.450  0.303
H  3.401  -1.366  -0.484  0.061
H  2.553  0.171  -1.547  0.062

--- x ---
Molecular formula: C4H10NOP
Method: DFT, ωB97M-V/def2-TZVPD

Each line ends with the Mulliken charge.
Atoms and positions in Å:
C  0.557  -0.227  2.483  -0.688
C  -0.254  1.732  -0.058  0.083
C  0.036  3.039  -0.802  -0.962
C  -1.466  -3.430  -1.480  -0.783
N  0.650  0.862  0.016  -0.363
O  1.935  -1.141  0.216  -0.518
P  0.507  -0.638  0.785  0.357
H  1.513  -0.306  3.068  0.277
H  -0.293  -0.421  3.123  0.289
H  -1.358  1.456  -0.108  0.278
H  0.995  2.886  -1.233  0.292
H  -0.719  3.220  -1.465  0.344
H  0.116  3.805  0.030  0.245
H  -0.457  -3.796  -1.097  0.242
H  -2.288  -4.144  -1.658  0.287
H  -1.735  -2.402  -1.409  0.251
H  2.260  -0.497  -0.412  0.370

Most stable = w

--- w ---
Molecular formula: CH4N4O
Method: DFT, ωB97M-V/def2-TZVPD

Each line ends with the Mulliken charge.
Atoms and positions in Å:
C  -0.531  -0.385  1.253  -0.693
N  -0.518  1.148  -0.429  -0.705
N  0.022  1.616  -2.031  0.284
N  0.988  -0.556  -0.526  -0.861
N  0.076  0.128  0.002  1.098
O  0.387  0.727  -2.711  -0.209
H  0.413  -0.660  1.767  0.294
H  -1.062  0.405  1.586  0.335
H  -1.306  -1.212  1.108  0.228
H  1.531  -1.211  -0.018  0.229

--- x ---
Molecular formula: CH4N4O
Method: DFT, ωB97M-V/def2-TZVPD

SMILES	[H]/N=C(\N)NN=O

Each line ends with the Mulliken charge.
Atoms and positions in Å:
H  -0.103  -0.027  2.108  0.214
N  -0.656  -0.207  1.305  -0.474
C  0.092  0.006  0.383  0.493
N  1.418  0.246  0.309  -0.401
N  -0.339  -0.111  -1.027  0.154
N  -1.551  -0.369  -1.571  -0.302
O  -2.442  -0.470  -0.742  -0.343
H  1.680  0.085  1.116  0.161
H  1.541  0.974  -0.209  0.205
H  0.359  -0.127  -1.672  0.294

Most stable = x

--- w ---
Molecular formula: C4H9IN2
Method: DFT, ωB97M-V/def2-TZVPD

Each line ends with the Mulliken charge.
Atoms and positions in Å:
C  0.036  -0.661  -1.158  -0.366
C  1.426  -1.299  -0.813  -0.767
C  -0.429  -0.052  0.083  0.429
C  -1.100  -0.897  1.141  -1.241
N  0.079  2.057  -0.598  -0.539
N  -0.283  1.240  0.465  -0.048
I  2.800  -0.065  0.231  -0.111
H  -0.099  0.143  -2.023  0.304
H  -0.529  -1.605  -1.367  0.269
H  1.218  -2.072  -0.205  0.409
H  -1.980  -0.238  1.320  0.411
H  -0.483  -1.228  2.081  0.241
H  -1.432  -1.889  0.669  0.275
H  -0.391  2.987  -0.481  0.235
H  1.133  2.085  -0.837  0.197
H  0.034  1.494  1.490  0.300

--- x ---
Molecular formula: C4H9IN2
Method: DFT, ωB97M-V/def2-TZVPD

SMILES	NN[C@@H]1CC[C@H]1I

Each line ends with the Mulliken charge.
Atoms and positions in Å:
N  0.224  -2.384  -0.222  -0.509
N  0.984  -1.259  0.121  -0.371
C  0.226  -0.154  -0.359  0.017
C  0.782  1.321  -0.371  -0.827
C  -0.577  1.915  0.023  -0.511
C  -1.131  0.463  0.468  -0.541
I  -3.073  -0.292  0.126  0.028
H  0.755  -2.853  -1.024  0.255
H  0.408  -3.053  0.570  0.220
H  1.118  -1.293  1.176  0.276
H  -0.020  -0.580  -1.404  0.379
H  1.254  1.628  -1.246  0.323
H  1.504  1.494  0.354  0.296
H  -0.494  2.414  0.924  0.281
H  -1.252  2.354  -0.673  0.379
H  -0.710  0.278  1.538  0.306

Most stable = x